Density functional theory data (the ωB97M-V functional and the def2-TZVPD basis) for C42H29Cl3N11O2S2Zr as an isolated structure.

Each line ends with the Löwdin charge.
CARTESIAN COORDINATES (ANGSTROEM)
Zr1 -0.686 0.323 0.367  1.496
C1 -5.051 -5.018 1.130  -0.083
C2 -5.553 -4.140 2.092  -0.082
C3 -4.882 -2.967 2.412  -0.007
C4 -3.713 -2.701 1.725  -0.101
C5 -2.714 -1.621 1.863  -0.297
N1 -2.741 -0.857 2.936  0.172
C6 -1.568 -0.289 3.295  -0.310
C7 -1.208 0.136 4.661  -0.085
C8 -1.965 0.322 5.802  -0.013
C9 -1.300 0.716 6.957  -0.090
C10 0.084 0.888 6.962  -0.087
C11 0.844 0.671 5.819  -0.010
C12 0.180 0.303 4.664  -0.093
C13 0.651 -0.058 3.314  -0.347
N2 1.828 -0.425 2.968  0.211
C14 1.993 -1.021 1.729  -0.281
N3 1.132 -0.850 0.690  -0.016
C15 1.232 -1.884 -0.158  -0.242
N4 1.035 0.263 -2.076  0.135
C16 0.048 -0.699 -2.070  -0.394
N5 0.374 -1.899 -1.271  0.093
C17 -0.526 -2.883 -1.626  -0.204
N6 -1.408 -3.523 -0.785  0.225
C18 -1.996 -2.943 0.203  -0.234
N7 -1.759 -1.737 0.889  0.055
C19 -3.219 -3.565 0.768  -0.104
C20 -3.870 -4.742 0.452  -0.012
C21 -0.835 -2.816 -2.965  -0.117
C22 -1.680 -3.657 -3.741  -0.099
C23 -2.277 -3.265 -4.886  -0.166
C24 -3.033 -1.217 -6.430  -0.259
C25 -0.700 -1.152 -4.884  -0.820
C26 -0.531 -1.397 -3.443  -0.204
C27 2.270 -2.734 0.244  -0.103
C28 2.838 -3.920 -0.276  -0.040
C29 3.867 -4.505 0.404  -0.117
C30 4.358 -3.950 1.622  -0.116
C31 3.822 -2.810 2.153  -0.042
C32 2.772 -2.164 1.462  -0.116
N8 -0.505 -0.263 2.534  -0.062
H1 -5.596 -5.928 0.909  0.097
H2 -6.478 -4.385 2.599  0.097
H3 -5.248 -2.279 3.163  0.113
H4 -3.036 0.173 5.783  0.112
H5 -1.860 0.890 7.867  0.094
H6 0.574 1.197 7.877  0.096
H7 1.920 0.791 5.821  0.114
H8 -3.472 -5.408 -0.303  0.110
H9 -1.736 -4.702 -3.452  0.119
H10 -2.545 -3.972 -5.658  0.085
H11 -3.511 -0.983 -7.351  0.024
H12 -2.334 0.094 -5.168  0.191
H13 2.459 -4.351 -1.195  0.104
H14 4.321 -5.411 0.020  0.087
H15 5.173 -4.449 2.132  0.087
H16 4.193 -2.395 3.081  0.105
C33 4.153 3.018 -2.104  -0.028
C34 3.166 2.018 -1.569  -0.289
N9 3.508 0.915 -1.030  0.069
O1 4.894 0.747 -1.009  -0.053
C35 1.740 2.390 -1.534  -0.224
C36 1.375 3.828 -1.354  -0.037
N10 0.784 1.503 -1.618  -0.234
O2 -0.454 1.840 -1.231  -0.304
H17 4.988 2.504 -2.575  0.073
H18 4.558 3.627 -1.293  0.090
H19 3.680 3.681 -2.826  0.075
H20 4.972 -0.106 -0.567  0.089
H21 2.095 4.332 -0.708  0.086
H22 0.390 3.909 -0.907  0.051
H23 1.364 4.340 -2.323  0.089
C37 -3.069 4.470 0.912  -0.146
C38 -2.064 3.354 1.068  -0.765
S1 -2.737 1.724 0.921  0.554
C39 -0.784 3.612 1.375  -0.773
C40 -0.330 5.036 1.604  -0.148
S2 0.456 2.383 1.583  0.646
H24 -4.007 4.091 0.511  0.047
H25 -2.701 5.246 0.235  0.070
H26 -3.286 4.953 1.871  0.074
H27 -0.941 5.534 2.363  0.070
H28 -0.401 5.637 0.691  0.069
H29 0.706 5.057 1.938  0.051
Cl1 0.271 -0.259 -5.939  0.697
C41 -2.999 -1.030 -3.522  -0.808
Cl2 -4.558 -1.370 -3.002  0.729
Cl3 -2.350 -1.447 -5.113  0.798
C42 -1.817 -0.798 -2.824  -0.342
N11 -1.364 -0.369 -1.689  0.052

The calculation puts the LUMO energy (spin up / spin down) at 0.03475 / 0.03478 Ha. As for the energy above the lowest of the compared OMol25 structures with the same formula, charge and spin: 562.8 kcal/mol. The molar mass is 981.5 g/mol. The net charge is -1.